1.
The following is a DFT calculation (the ωB97M-V functional and the def2-TZVPD basis) of a structure of composition C7H14N in a non-equilibrium geometry.

Values from the calculation:
* charge: +1
* HOMO level: -13.70 eV

Last column: natural (NBO) charge in e.
CARTESIAN COORDINATES (ANGSTROEM)
C: 0.400882 -0.705760 -0.010712  0.090
C: 1.645277 -0.977603 -0.122823  -0.214
C: -1.248713 -1.883085 -0.095132  -0.238
C: -0.650883 0.380620 -0.008299  0.096
C: 2.808500 -0.033405 0.049004  -0.637
C: -0.836907 1.130161 -1.324617  -0.647
C: -0.360759 1.250920 1.236802  -0.618
N: -1.896904 -0.507134 0.226392  -0.595
H: 1.865568 -2.003665 -0.381942  0.253
H: -1.595312 -1.978798 -1.109509  0.231
H: -1.302425 -2.547082 0.772563  0.246
H: 3.191741 0.245088 -0.866710  0.239
H: 3.602960 -0.506998 0.629355  0.250
H: 2.556764 0.914414 0.546318  0.215
H: -1.710963 1.908004 -1.317557  0.248
H: -0.983796 0.292938 -2.181773  0.233
H: 0.154182 1.555975 -1.529705  0.254
H: -0.157838 0.464667 1.997723  0.222
H: -1.153500 1.986986 1.437007  0.239
H: 0.575177 1.562263 0.937596  0.232
H: -2.786433 -0.010199 -0.210955  0.458
H: -2.116614 -0.538304 1.326973  0.441

Forces on the atoms, in the same order (eV/Å):
C -6.1 -2.3 -1.3
C 1.9 -0.2 0.0
C 2.4 3.8 -0.2
C -0.7 0.7 1.4
C -0.8 0.0 2.0
C -0.7 -1.4 -1.5
C -2.0 -2.3 -0.5
N -1.1 1.6 3.6
H 0.3 -0.2 0.3
H 0.4 -1.6 -0.2
H -0.4 -0.2 -0.9
H 1.0 0.4 -2.2
H -0.1 0.0 -0.1
H -0.1 -0.4 0.0
H 1.8 -1.4 0.0
H 0.1 2.1 1.8
H -0.5 0.4 -0.2
H -0.5 1.1 0.3
H 0.7 -0.1 0.2
H 2.0 1.9 0.1
H 2.1 -2.1 0.6
H 0.5 0.4 -3.0

***

2.
The following is a DFT calculation (the ωB97M-V functional and the def2-TZVPD basis) of a cluster of 2 separate species, C7H14N2 in total in a non-equilibrium geometry.

Values from the calculation:
* charge: 0
* HOMO level: -8.64 eV
* SMILES: Cc1c[nH]cn1.CCC

Last column: natural (NBO) charge in e.
CARTESIAN COORDINATES (ANGSTROEM)
C: -0.575962 0.519049 3.360880  -0.635
C: 0.585771 0.016187 2.565893  0.095
C: 1.255147 0.619949 1.542797  -0.127
N: 2.231683 -0.267671 1.164747  -0.522
C: 2.127311 -1.339326 1.967653  0.171
N: 1.158807 -1.208911 2.806722  -0.464
H: -1.189180 1.195385 2.765329  0.213
H: -0.311680 1.064871 4.263907  0.220
H: -1.207476 -0.337125 3.592276  0.229
H: 1.088617 1.567946 1.066258  0.215
H: 2.956749 -0.074454 0.499060  0.414
H: 2.835867 -2.151369 1.919641  0.193
C: -0.631673 0.130703 -3.735606  -0.603
C: -1.419899 0.528340 -2.478090  -0.396
C: -1.060692 -0.370316 -1.281996  -0.611
H: -1.022346 -0.792119 -4.177726  0.202
H: 0.393746 -0.114581 -3.450890  0.197
H: -0.672093 0.946997 -4.453422  0.207
H: -1.192275 1.571875 -2.252169  0.191
H: -2.487738 0.424108 -2.666926  0.196
H: -0.809730 -1.360902 -1.680032  0.198
H: -0.177123 -0.008865 -0.761330  0.205
H: -1.875828 -0.559772 -0.576969  0.212

Forces on the atoms, in the same order (eV/Å):
C -0.3 -0.1 -0.5
C 0.1 0.2 0.0
C -0.3 0.1 0.1
N 0.3 0.8 -0.5
C 0.8 -0.4 -0.2
N -0.9 -0.3 1.0
H 0.1 0.1 -0.1
H 0.2 -0.2 0.1
H 0.0 0.1 0.3
H 0.1 0.0 -0.1
H 0.0 -0.1 -0.1
H -0.1 -0.1 0.0
C -0.2 -0.2 0.5
C 0.1 -0.5 0.2
C 0.0 -0.5 -0.5
H -0.1 0.2 0.0
H 0.2 0.3 -0.2
H 0.2 -0.2 -0.2
H -0.2 0.0 0.1
H -0.1 0.3 -0.1
H 0.0 0.0 0.1
H 0.0 0.0 0.2
H 0.1 0.4 0.0

***

3.
The following is a DFT calculation (the ωB97M-V functional and the def2-TZVPD basis) of a cluster of 2 separate species, C7H14N2 in total in a non-equilibrium geometry.

Values from the calculation:
* charge: 0
* HOMO level: -8.56 eV
* SMILES: Cc1c[nH]cn1.CCC

Last column: natural (NBO) charge in e.
CARTESIAN COORDINATES (ANGSTROEM)
C: 0.851333 1.750267 2.009335  -0.655
C: -0.408865 1.078486 1.612870  0.066
C: -1.608739 1.010606 2.236591  -0.094
N: -2.376713 0.010596 1.726993  -0.533
C: -1.753063 -0.213637 0.455591  0.135
N: -0.402298 0.206761 0.487025  -0.432
H: 0.771694 2.489459 2.893314  0.213
H: 1.443458 2.309342 1.361309  0.228
H: 1.663311 1.226725 2.525877  0.231
H: -1.800115 1.688931 3.100580  0.219
H: -3.311836 -0.283147 2.003433  0.427
H: -2.049122 -0.919708 -0.277565  0.199
C: 2.098632 -0.153220 -2.042453  -0.653
C: 0.837216 -0.979189 -2.479022  -0.390
C: 1.646916 -2.304936 -3.028013  -0.599
H: 3.085273 -0.385509 -2.392203  0.205
H: 1.949905 -0.194702 -0.942074  0.238
H: 1.968236 0.909928 -2.168274  0.204
H: 0.181179 -1.466962 -1.667801  0.192
H: 0.123873 -0.372320 -3.001918  0.206
H: 0.965843 -3.097806 -3.316541  0.194
H: 2.196471 -1.838125 -3.905148  0.198
H: 2.284322 -2.717870 -2.300518  0.203

Forces on the atoms, in the same order (eV/Å):
C 0.4 1.5 3.9
C 0.9 -1.7 -1.8
C 0.9 1.5 3.2
N 0.5 0.9 -3.6
C 4.3 -0.4 2.6
N -5.1 0.8 0.8
H -0.9 -0.7 -1.3
H 0.2 0.9 -2.2
H -0.5 -1.5 -0.4
H -0.5 -1.2 -0.6
H 0.5 0.5 -0.3
H -0.6 -0.6 -0.2
C -2.8 1.0 2.6
C 2.2 -3.2 1.5
C -2.4 2.9 -2.7
H 0.2 -0.8 -0.2
H 1.2 -0.2 -0.3
H -0.2 0.5 -0.6
H 1.3 1.4 -0.4
H 0.0 -0.3 -1.4
H -0.1 -0.1 -0.5
H -0.3 -1.4 0.8
H 0.9 0.1 1.1

***

4.
The following is a DFT calculation (the ωB97M-V functional and the def2-TZVPD basis) of a cluster of 2 separate species, C7H14N2 in total in a non-equilibrium geometry.

Values from the calculation:
* charge: 0
* HOMO level: -8.99 eV

Last column: natural (NBO) charge in e.
CARTESIAN COORDINATES (ANGSTROEM)
C: -0.395558 -1.648112 -2.201852  -0.119
C: 1.439899 0.848601 -1.087212  -0.805
C: -1.163251 0.955444 -1.243838  -0.754
C: -1.332075 -0.590666 1.257486  -0.626
C: 1.087564 -1.260353 0.997761  -0.571
C: 0.094969 0.557049 -0.562955  0.625
C: 0.004127 -0.060208 0.832190  -0.039
N: -0.467530 -2.354348 -3.101513  -0.583
N: 0.559559 0.971251 1.848193  -0.841
H: 2.143422 0.913382 -0.225451  0.268
H: 1.787499 0.101092 -1.809197  0.339
H: 1.277251 1.808415 -1.834332  0.256
H: -0.978926 1.443320 -2.229289  0.247
H: -1.737838 1.897945 -0.843669  0.259
H: -1.877331 0.251116 -1.256590  0.278
H: -1.619287 -1.347220 0.583616  0.244
H: -2.153318 0.238171 1.206537  0.206
H: -1.253855 -1.049793 2.211234  0.224
H: 1.376277 -1.201487 2.028610  0.217
H: 0.636151 -2.258747 0.905974  0.227
H: 1.852549 -1.065410 0.268185  0.211
H: 0.553626 1.917843 1.531717  0.360
H: 0.166075 0.932714 2.724395  0.374

Forces on the atoms, in the same order (eV/Å):
C 0.6 1.7 2.3
C -0.7 2.6 -1.4
C 1.6 5.6 -0.5
C -1.5 2.7 -0.9
C -2.1 0.6 -0.4
C -1.1 -1.9 0.0
C 2.2 -0.5 1.6
N -0.2 -1.1 -1.5
N 1.0 -0.4 -3.7
H -0.3 0.5 -0.9
H -0.3 -0.2 0.3
H 0.9 -2.0 2.2
H 0.2 -1.3 0.2
H 1.3 -1.4 0.6
H -2.2 -2.6 -0.2
H -0.5 -1.0 -1.0
H 1.4 -1.5 0.5
H -0.1 -0.1 1.1
H 0.7 0.3 0.3
H 0.1 0.4 -0.7
H 0.6 -0.5 0.2
H -0.2 0.6 -0.2
H -1.4 -0.5 2.1

***

5.
The following is a DFT calculation (the ωB97M-V functional and the def2-TZVPD basis) of a cluster of 2 separate species, C7H14N2 in total in a non-equilibrium geometry.

Values from the calculation:
* charge: 0
* HOMO level: -8.36 eV
* SMILES: CCc1c[nH]cn1.CC

Last column: natural (NBO) charge in e.
CARTESIAN COORDINATES (ANGSTROEM)
C: -1.741822 -2.291355 -0.988801  -0.594
C: -0.580499 -1.296751 -0.562742  -0.405
C: -0.685195 -0.497379 0.812198  0.102
C: 0.021286 -0.506231 2.026930  -0.108
N: -0.799828 -0.092758 2.999049  -0.513
C: -1.922260 0.414866 2.368046  0.142
N: -1.867170 0.179396 1.049413  -0.473
H: -1.747633 -2.412980 -2.092075  0.207
H: -2.564101 -1.795348 -0.618623  0.219
H: -1.657906 -3.216002 -0.512137  0.198
H: 0.257638 -1.904550 -0.510600  0.198
H: -0.364655 -0.647269 -1.375904  0.207
H: 0.999457 -0.893047 2.209436  0.210
H: -0.548252 -0.032879 3.917308  0.407
H: -2.664642 0.973312 3.072206  0.202
C: 1.984995 1.404666 -0.796361  -0.619
C: 1.946746 2.033092 -2.229091  -0.605
H: 1.180305 1.920670 -0.228170  0.220
H: 2.091734 0.326981 -0.999453  0.202
H: 2.934462 1.569926 -0.344667  0.195
H: 1.015424 1.605443 -2.775146  0.214
H: 2.886524 2.042212 -2.577679  0.199
H: 1.825392 3.115986 -1.843136  0.194

Forces on the atoms, in the same order (eV/Å):
C 2.1 2.1 -0.7
C -0.6 0.3 1.3
C -0.9 -0.4 0.0
C 0.4 -2.1 -2.6
N -1.4 1.3 -3.1
C -0.4 0.3 0.9
N -0.6 0.1 1.9
H -0.1 0.1 0.8
H -2.5 0.7 0.3
H 0.3 -1.5 0.7
H 2.0 -1.0 0.4
H -0.1 1.0 -0.6
H 0.3 -0.3 0.3
H 0.5 0.4 2.7
H 1.1 -1.2 -2.1
C 0.0 -0.4 -1.7
C -4.4 1.8 3.9
H 0.4 -1.6 0.1
H -1.3 0.0 1.0
H 0.8 0.9 0.6
H 2.1 1.1 0.4
H 3.0 -0.6 -2.4
H -0.4 -1.1 -1.7

***

6.
The following is a DFT calculation (the ωB97M-V functional and the def2-TZVPD basis) of a cluster of 2 separate species, C7H14N2 in total in a non-equilibrium geometry.

Values from the calculation:
* charge: 0
* HOMO level: -8.39 eV
* SMILES: Cc1c[nH]cn1.CCC

Last column: natural (NBO) charge in e.
CARTESIAN COORDINATES (ANGSTROEM)
C: 0.526842 2.292269 1.001593  -0.636
C: -0.447360 1.467505 1.825059  0.120
C: 0.023399 0.597109 2.775672  -0.154
N: -1.031883 0.465382 3.660519  -0.526
C: -2.110026 1.150437 3.130560  0.161
N: -1.739490 1.764752 2.020176  -0.460
H: 0.269569 2.923785 0.163659  0.227
H: 1.286115 1.572634 0.664693  0.212
H: 0.987479 2.962068 1.736306  0.218
H: 0.759699 -0.176915 2.628933  0.218
H: -0.876652 0.019632 4.553239  0.417
H: -3.089156 1.195688 3.568920  0.201
C: 0.401769 -1.755378 -1.241687  -0.623
C: 0.806215 -0.873021 -2.439543  -0.390
C: 0.258028 -1.497505 -3.776384  -0.605
H: 0.714552 -2.767918 -1.578947  0.193
H: -0.668896 -1.945454 -1.192747  0.214
H: 1.011729 -1.695435 -0.351258  0.214
H: 0.527753 0.177083 -2.352869  0.200
H: 1.883102 -0.958508 -2.590341  0.190
H: 0.267141 -2.579094 -3.670707  0.198
H: -0.750551 -1.180841 -4.022943  0.204
H: 0.990623 -1.158276 -4.511904  0.206

Forces on the atoms, in the same order (eV/Å):
C 0.6 -0.9 0.5
C 1.2 0.8 -0.8
C -1.0 -0.1 -0.3
N -0.4 -0.5 -0.5
C 1.5 -0.1 0.0
N -1.2 0.4 0.8
H -0.9 -0.3 -0.2
H 0.2 0.4 0.0
H 0.2 -0.1 -0.3
H 0.5 0.4 0.7
H -0.7 -0.1 -0.2
H 0.0 0.0 0.2
C 0.8 -1.7 -1.8
C -0.5 -1.1 -0.4
C 0.6 0.9 1.1
H 0.0 0.2 0.1
H -0.1 0.8 0.8
H -0.6 0.8 0.6
H 0.0 0.0 0.1
H 0.1 0.4 0.5
H 0.1 -0.1 -0.3
H -0.1 0.1 -0.1
H -0.5 -0.3 -0.5

***

7.
The following is a DFT calculation (the ωB97M-V functional and the def2-TZVPD basis) of the molecule C7H14N2 in a non-equilibrium geometry.

Values from the calculation:
* charge: 0
* HOMO level (alpha / beta): -8.25 / -6.82 eV

Last column: natural (NBO) charge in e.
CARTESIAN COORDINATES (ANGSTROEM)
C: 1.546920 -0.906182 0.921796  -0.634
C: 0.962661 -0.010940 -0.173152  0.288
C: 1.943403 2.152947 -0.106821  -0.041
N: 1.044728 1.381059 0.323824  -0.464
N: 1.414320 -0.352652 -1.401026  -0.698
H: 1.045246 0.292004 -2.103426  0.308
H: 1.062110 -0.747488 1.883907  0.206
H: 1.459249 -1.952909 0.639772  0.220
H: 2.605074 -0.669831 1.033829  0.225
H: 2.688756 1.833934 -0.842111  0.162
H: 1.960282 3.183912 0.244020  0.170
C: -1.217454 -1.637601 -0.768558  -0.639
C: -1.552475 0.075818 1.223769  -0.574
C: -0.839621 -0.261083 -0.261187  -0.053
C: -1.576401 0.817804 -0.716767  -0.243
H: -2.266860 -1.864467 -0.548736  0.209
H: -1.050029 -1.697153 -1.839320  0.232
H: -1.478858 -0.923490 1.654567  0.228
H: -0.897372 0.772180 1.740085  0.249
H: -2.593052 0.397269 1.293589  0.219
H: -0.590840 -2.399238 -0.301600  0.223
H: -2.356720 0.687949 -1.457720  0.191
H: -1.313068 1.828156 -0.438735  0.215

Forces on the atoms, in the same order (eV/Å):
C -0.4 0.0 0.0
C 0.4 0.2 0.2
C -0.1 -0.4 -0.3
N -0.6 0.1 0.0
N -0.4 -0.2 -0.1
H 0.2 0.2 0.1
H 0.0 0.0 0.0
H 0.0 0.0 0.0
H 0.0 0.0 -0.1
H 0.0 0.0 0.0
H 0.1 -0.1 0.1
C 0.2 0.1 0.1
C 1.5 -1.0 0.3
C -0.6 0.4 1.5
C 0.1 0.6 -1.9
H 0.1 0.1 -0.1
H 0.0 0.0 -0.1
H -0.1 0.0 0.4
H -0.1 0.0 0.0
H 0.1 -0.1 -0.4
H -0.1 0.0 0.0
H -0.1 0.1 -0.1
H -0.1 0.0 0.3

***

8.
The following is a DFT calculation (the ωB97M-V functional and the def2-TZVPD basis) of a cluster of 2 separate species, C7H14N2 in total in a non-equilibrium geometry.

Values from the calculation:
* charge: 0
* HOMO level: -8.52 eV
* SMILES: Cc1c[nH]cn1.CCC

Last column: natural (NBO) charge in e.
CARTESIAN COORDINATES (ANGSTROEM)
C: 0.172446 -1.592578 -2.273081  -0.629
C: 1.054462 -1.007226 -1.309163  0.069
C: 1.670918 0.237419 -1.229215  -0.102
N: 2.556010 0.251308 -0.128278  -0.554
C: 2.306379 -0.991672 0.502220  0.152
N: 1.415564 -1.735759 -0.186618  -0.457
H: -0.284864 -0.834812 -2.991414  0.222
H: -0.767983 -1.964250 -1.580449  0.221
H: 0.547601 -2.415787 -2.848751  0.233
H: 1.762885 1.173904 -1.757462  0.214
H: 3.105502 1.026644 0.334003  0.432
H: 2.493297 -1.171055 1.546799  0.201
C: -0.764614 0.744582 2.167678  -0.632
C: -1.966263 1.229849 1.342719  -0.402
C: -1.782955 0.600893 -0.082341  -0.614
H: -0.830544 -0.352962 2.164791  0.228
H: -0.786799 1.519293 3.046071  0.221
H: 0.319900 0.816248 1.604951  0.189
H: -2.869937 0.753363 1.816837  0.197
H: -2.098262 2.341459 1.313729  0.201
H: -1.345873 -0.350863 -0.185505  0.208
H: -2.818239 0.523348 -0.617148  0.197
H: -1.088631 1.198653 -0.650372  0.204

Forces on the atoms, in the same order (eV/Å):
C -4.8 0.4 0.1
C 2.7 1.9 1.9
C 1.5 0.4 0.4
N -1.1 -2.1 1.5
C -1.7 0.7 -1.6
N 1.7 1.4 0.8
H 0.7 -0.9 0.9
H 2.1 0.5 -2.1
H 0.3 -0.5 0.0
H -0.7 -0.4 -0.8
H -1.3 -1.3 -1.2
H 0.7 -0.2 -0.1
C 2.0 2.3 -0.8
C 0.2 -1.7 -1.1
C -3.1 1.8 -0.6
H -0.2 0.4 1.5
H 0.6 -2.6 -0.7
H -2.6 0.6 1.1
H 0.7 0.8 -0.4
H 0.2 -1.0 -0.1
H 0.4 -1.5 0.9
H 1.9 0.4 0.6
H -0.1 0.6 -0.4

***

How do the records compare in ΔE to the lowest compared entry with this formula, charge and spin? In the order shown, they have 347.37; 15.41; 284.56; 506.01; 225.61; 128.33; 540.13; 197.43 kJ/mol.